# C28H88N6O13

A 13-piece molecular cluster, C28H88N6O13 overall (ωB97M-V with the def2-TZVPD basis set, the OMol25 dataset).

The geometry in XYZ format:
```
135
Properties=species:S:1:pos:R:3:lowdin_charge:R:1
C 4.835 2.597 2.401 -0.058
C 4.759 1.070 2.219 -0.412
C 3.353 0.508 2.420 -0.213
O 3.083 0.472 3.793 -0.198
C 1.949 -0.319 4.154 -0.076
N 5.155 0.903 0.862 0.013
H 4.456 3.187 1.567 0.066
H 5.870 2.917 2.526 0.076
H 4.314 3.023 3.258 0.058
H 5.430 0.498 2.859 0.145
H 3.316 -0.504 2.017 0.125
H 2.614 1.154 1.948 0.106
H 2.380 -1.318 4.227 0.086
H 1.197 -0.298 3.365 0.076
H 1.455 -0.011 5.076 0.088
H 6.072 1.273 0.660 0.073
H 4.568 1.433 0.233 0.063
C -0.610 -1.539 -6.576 -0.056
C -0.024 -0.946 -5.286 -0.449
C -1.133 -0.706 -4.211 -0.203
O -2.088 0.264 -4.550 -0.183
C -3.141 0.428 -3.628 -0.099
N 0.928 -1.866 -4.818 0.042
H 0.183 -1.726 -7.300 0.072
H -1.275 -0.816 -7.048 0.075
H -1.018 -2.540 -6.441 0.079
H 0.526 -0.030 -5.502 0.122
H -0.664 -0.393 -3.278 0.100
H -1.598 -1.655 -3.945 0.128
H -3.726 -0.463 -3.399 0.076
H -3.850 1.202 -3.919 0.097
H -2.650 0.679 -2.688 0.060
H 1.219 -1.471 -3.935 0.025
H 0.455 -2.703 -4.508 0.077
C 0.248 -4.017 0.411 -0.041
C 0.271 -5.507 0.958 -0.339
C 1.017 -6.501 -0.023 -0.212
O 0.177 -7.055 -0.998 -0.163
C 0.838 -7.571 -2.105 -0.136
N 0.965 -5.478 2.268 0.023
H -0.336 -3.354 1.048 0.044
H -0.176 -3.913 -0.588 0.079
H 1.286 -3.692 0.478 0.075
H -0.746 -5.860 1.128 0.133
H 1.448 -7.313 0.562 0.112
H 1.935 -6.025 -0.368 0.121
H 0.207 -8.164 -2.766 0.086
H 1.549 -8.345 -1.815 0.086
H 1.313 -6.849 -2.768 0.089
H 0.994 -6.409 2.659 0.085
H 1.920 -5.151 2.228 0.087
C 0.876 3.889 6.543 -0.042
C 1.332 3.306 5.181 -0.421
C 0.137 2.776 4.424 -0.255
O -0.355 1.692 5.119 -0.203
C -1.460 1.105 4.408 -0.075
N 1.865 4.359 4.345 0.049
H 1.771 3.985 7.159 0.071
H 0.078 3.328 7.028 0.070
H 0.392 4.865 6.506 0.075
H 2.129 2.568 5.271 0.130
H 0.448 2.364 3.464 0.105
H -0.630 3.501 4.151 0.134
H -1.175 0.507 3.543 0.069
H -2.168 1.887 4.133 0.090
H -1.870 0.437 5.165 0.088
H 2.194 3.904 3.506 0.028
H 2.718 4.645 4.805 0.076
C 1.140 4.528 -2.872 -0.036
C 0.327 3.462 -3.664 -0.401
C 0.987 2.935 -4.919 -0.160
O 0.984 4.059 -5.832 -0.165
C 1.272 3.618 -7.108 -0.150
N 0.016 2.384 -2.745 0.057
H 0.578 4.893 -2.013 0.069
H 1.322 5.417 -3.476 0.078
H 2.116 4.151 -2.567 0.075
H -0.620 3.948 -3.900 0.133
H 0.433 2.085 -5.320 0.109
H 2.010 2.713 -4.615 0.127
H 0.639 2.789 -7.423 0.084
H 2.288 3.221 -7.107 0.083
H 1.343 4.289 -7.964 0.088
H 0.877 1.912 -2.509 0.026
H -0.360 1.597 -3.254 0.052
C -4.046 -2.859 -0.767 -0.046
C -4.119 -2.076 0.526 -0.433
C -4.169 -2.859 1.873 -0.171
O -4.428 -1.857 2.892 -0.185
C -4.779 -2.524 4.138 -0.084
N -2.961 -1.253 0.576 0.037
H -4.063 -2.159 -1.602 0.063
H -4.928 -3.499 -0.728 0.076
H -3.219 -3.542 -0.961 0.074
H -4.975 -1.402 0.487 0.139
H -3.285 -3.470 2.057 0.115
H -4.937 -3.621 1.742 0.116
H -5.139 -1.813 4.882 0.086
H -3.945 -3.098 4.543 0.072
H -5.621 -3.204 4.009 0.081
H -3.025 -0.800 1.476 0.080
H -3.154 -0.446 -0.001 0.038
O 2.490 0.918 -2.423 -0.048
H 2.398 -0.024 -2.286 0.000
H 3.291 1.009 -2.939 0.056
O 1.576 -1.753 -1.937 -0.048
H 2.399 -1.961 -1.495 0.065
H 0.904 -1.891 -1.269 0.013
O -4.104 1.273 -0.302 -0.048
H -4.770 1.255 -0.989 0.046
H -3.514 1.983 -0.556 -0.007
C -0.813 -2.959 4.144 -0.146
O 0.542 -3.426 4.332 -0.142
H -0.972 -2.585 3.133 0.057
H -1.523 -3.756 4.368 0.065
H -1.035 -2.205 4.899 0.072
H 0.631 -4.095 3.649 -0.003
C -2.987 4.447 -1.759 -0.116
O -2.397 3.183 -1.422 -0.176
H -2.474 5.165 -1.119 0.080
H -2.851 4.704 -2.810 0.072
H -4.069 4.435 -1.628 0.080
H -1.489 3.095 -1.722 0.018
C 1.598 3.764 0.720 -0.130
O 2.376 5.009 0.815 -0.126
H 1.793 3.178 1.619 0.030
H 0.558 4.082 0.794 0.084
H 1.807 3.144 -0.152 0.061
H 2.446 5.292 -0.100 0.050
C -0.164 0.483 0.024 -0.159
O -0.072 -0.870 0.285 -0.154
H -0.384 0.986 0.965 0.071
H 0.728 1.018 -0.301 0.063
H -1.082 0.580 -0.556 0.068
H -0.929 -1.211 0.552 0.021
```

Properties
- HOMO level (hartree) = -0.3288
- orbital gap (eV) = 9.26
- E_LUMO (eV) = 0.31

=====

# C28H88NO13P

A 14-piece molecular cluster, C28H88NO13P overall (ωB97M-V with the def2-TZVPD basis set, the OMol25 dataset).

The geometry in XYZ format:
```
131
Properties=species:S:1:pos:R:3:lowdin_charge:R:1
N 6.082 -0.709 0.407 -0.005
C 5.464 -0.057 1.567 -0.382
C 4.091 0.470 1.203 -0.399
P 2.901 -0.996 0.833 0.705
H 6.357 -1.668 0.570 0.033
H 6.874 -0.193 0.053 0.061
H 5.370 -0.808 2.368 0.073
H 6.112 0.725 1.972 0.102
H 3.662 1.092 1.996 0.063
H 4.181 1.086 0.304 0.064
H 1.917 -0.473 1.701 -0.018
H 2.833 -0.679 -0.550 -0.026
H 3.870 -1.900 1.342 -0.038
H 2.013 -2.158 0.558 -0.101
C 5.072 -2.299 5.797 -0.080
C 3.839 -2.356 4.919 -0.316
O 3.314 -1.067 4.623 -0.090
H 4.851 -1.782 6.731 0.078
H 5.427 -3.304 6.029 0.076
H 5.881 -1.767 5.292 0.073
H 3.031 -2.888 5.424 0.095
H 4.056 -2.902 3.993 0.098
H 3.994 -0.570 4.154 0.063
C -0.199 -0.512 -2.808 -0.084
C -0.062 0.618 -1.812 -0.316
O -0.214 0.198 -0.459 -0.097
H -1.164 -1.009 -2.700 0.080
H -0.125 -0.143 -3.830 0.060
H 0.587 -1.258 -2.661 0.074
H -0.850 1.359 -1.963 0.098
H 0.898 1.129 -1.948 0.110
H 0.475 -0.445 -0.262 0.017
C 0.369 -3.006 7.476 -0.089
C -0.325 -1.891 6.715 -0.323
O 0.507 -0.765 6.502 -0.082
H 0.733 -2.642 8.438 0.075
H -0.313 -3.840 7.653 0.073
H 1.221 -3.389 6.910 0.055
H -1.175 -1.515 7.286 0.111
H -0.715 -2.273 5.764 0.110
H 1.270 -1.026 5.972 0.058
C 0.647 2.602 5.847 -0.089
C 2.085 3.064 5.953 -0.310
O 2.458 3.957 4.905 -0.088
H 0.473 2.103 4.893 0.069
H 0.416 1.891 6.642 0.060
H -0.037 3.451 5.929 0.069
H 2.767 2.218 5.861 0.107
H 2.267 3.533 6.928 0.103
H 1.894 4.734 4.970 0.076
C 3.822 -4.842 -0.442 -0.094
C 5.305 -4.896 -0.140 -0.304
O 5.673 -3.860 0.770 -0.111
H 3.562 -3.862 -0.845 0.066
H 3.536 -5.606 -1.167 0.077
H 3.230 -5.003 0.463 0.063
H 5.897 -4.711 -1.037 0.112
H 5.594 -5.875 0.253 0.110
H 5.166 -3.997 1.577 0.068
C -3.374 -0.193 -6.957 -0.081
C -2.251 0.132 -5.997 -0.319
O -1.291 -0.918 -5.875 -0.098
H -3.893 -1.105 -6.655 0.075
H -4.091 0.627 -6.998 0.054
H -2.985 -0.344 -7.969 0.075
H -2.634 0.278 -4.986 0.110
H -1.769 1.067 -6.295 0.093
H -0.901 -1.084 -6.739 0.079
C -0.189 -5.100 -0.498 -0.076
C 0.257 -6.298 0.315 -0.316
O 0.940 -5.910 1.507 -0.096
H 0.672 -4.480 -0.755 0.062
H -0.679 -5.414 -1.419 0.051
H -0.888 -4.484 0.072 0.078
H 0.969 -6.902 -0.247 0.109
H -0.599 -6.936 0.560 0.108
H 0.333 -5.374 2.028 0.078
C -0.569 4.507 -7.310 -0.090
C -2.016 4.240 -6.949 -0.322
O -2.154 3.508 -5.736 -0.094
H -0.016 3.571 -7.391 0.073
H -0.500 5.036 -8.262 0.074
H -0.085 5.126 -6.551 0.073
H -2.500 3.618 -7.703 0.106
H -2.576 5.180 -6.898 0.110
H -1.772 4.023 -5.017 0.071
C -1.143 4.291 1.749 -0.083
C 0.160 3.616 2.133 -0.317
O 0.027 2.202 2.152 -0.091
H -1.933 4.012 2.449 0.079
H -1.047 5.378 1.741 0.078
H -1.441 3.984 0.744 0.050
H 0.485 3.894 3.134 0.083
H 0.953 3.920 1.438 0.113
H -0.229 1.919 1.264 0.053
C -4.543 3.488 -2.169 -0.084
C -3.125 3.853 -1.780 -0.330
O -3.035 5.097 -1.097 -0.084
H -4.981 4.268 -2.792 0.075
H -4.558 2.548 -2.723 0.073
H -5.168 3.363 -1.282 0.074
H -2.505 3.977 -2.669 0.098
H -2.681 3.048 -1.182 0.097
H -3.545 5.034 -0.283 0.080
C -1.503 3.484 9.841 -0.089
C -0.378 4.172 9.095 -0.326
O -0.844 5.046 8.072 -0.088
H -2.130 2.925 9.146 0.076
H -1.105 2.792 10.586 0.074
H -2.129 4.212 10.363 0.071
H 0.236 3.438 8.573 0.090
H 0.272 4.712 9.792 0.110
H -1.386 5.729 8.478 0.079
C -6.906 3.375 -9.530 -0.093
C -6.262 2.183 -8.850 -0.326
O -5.472 2.550 -7.726 -0.094
H -6.147 4.091 -9.844 0.075
H -7.472 3.059 -10.407 0.074
H -7.598 3.882 -8.853 0.072
H -5.569 1.682 -9.527 0.112
H -7.025 1.451 -8.563 0.110
H -6.037 2.983 -7.078 0.085
C -2.551 -6.111 -5.316 -0.092
C -1.552 -5.843 -4.208 -0.337
O -0.777 -6.986 -3.863 -0.087
H -3.220 -6.925 -5.036 0.075
H -3.147 -5.220 -5.518 0.073
H -2.040 -6.388 -6.242 0.072
H -2.070 -5.570 -3.288 0.101
H -0.900 -5.006 -4.478 0.111
H -0.281 -7.266 -4.639 0.079
```

Properties
- HOMO level (hartree) = -0.2841
- orbital gap (eV) = 8.34
- E_LUMO (eV) = 0.60

=====

# C29H17BrFeI2N4O6

C29H17BrFeI2N4O6 as an isolated structure (ωB97M-V with the def2-TZVPD basis set, the OMol25 dataset).

The geometry in XYZ format:
```
60
Properties=species:S:1:pos:R:3:nbo_charge:R:1
Fe -0.983 0.114 -1.449 1.568
O 2.617 0.714 2.869 -0.733
C 3.221 1.492 1.958 0.428
C 4.344 2.228 2.337 -0.321
C 5.013 3.018 1.423 -0.199
C 4.561 3.113 0.117 -0.284
C 3.431 2.414 -0.263 -0.144
C 2.752 1.599 0.635 -0.229
C 1.527 0.886 0.178 0.602
O 0.990 1.193 -0.911 -0.759
N 1.094 -0.043 1.024 -0.540
N 0.032 -0.780 0.599 -0.330
C -0.327 -1.749 1.369 0.113
C -1.298 -2.743 1.038 -0.248
C -1.472 -3.819 1.916 -0.147
C -2.305 -4.874 1.624 -0.331
C -3.004 -4.874 0.416 -0.211
C -2.875 -3.832 -0.464 -0.266
C -2.040 -2.711 -0.195 0.416
O -1.976 -1.751 -1.026 -0.794
H 1.895 0.212 2.343 0.492
H 4.682 2.154 3.363 0.203
H 5.899 3.561 1.729 0.191
H 5.088 3.729 -0.599 0.196
H 3.042 2.480 -1.268 0.236
H 0.188 -1.877 2.329 0.158
H -0.909 -3.815 2.846 0.189
H -2.407 -5.699 2.318 0.188
H -3.650 -5.709 0.170 0.188
H -3.412 -3.824 -1.401 0.202
I -5.773 1.591 -3.086 0.081
C -4.890 2.299 -1.302 -0.287
C -5.629 3.050 -0.414 -0.246
C -5.038 3.496 0.748 -0.208
I -6.234 4.671 2.071 0.026
C -3.715 3.181 1.074 -0.047
C -3.037 3.594 2.238 -0.188
C -1.748 3.182 2.457 -0.254
C -1.144 2.330 1.528 0.043
N -1.738 1.943 0.423 -0.415
C -2.980 2.367 0.162 0.047
C -3.544 1.935 -1.105 0.452
O -2.872 1.289 -1.952 -0.779
H -6.662 3.285 -0.630 0.226
H -3.549 4.229 2.951 0.213
H -1.206 3.501 3.336 0.211
H -0.148 1.953 1.699 0.211
Br 5.994 -3.355 -3.388 -0.015
C 4.272 -2.856 -2.716 -0.127
C 3.872 -3.330 -1.480 -0.009
N 2.682 -3.046 -0.984 -0.413
C 1.860 -2.285 -1.692 0.052
C 2.179 -1.762 -2.943 -0.151
C 3.431 -2.061 -3.468 -0.182
C 1.177 -0.938 -3.795 0.785
O 1.489 -0.770 -4.971 -0.711
O 0.138 -0.559 -3.208 -0.810
H 4.511 -3.965 -0.878 0.185
H 0.889 -2.087 -1.253 0.225
H 3.695 -1.688 -4.447 0.248
```

Properties
- net charge = -2
- HOMO level (alpha / beta) (hartree) = -0.0840 / -0.0839
- orbital gap (alpha / beta) (eV) = 5.64 / 5.64
- E_LUMO (alpha / beta) (eV) = 3.36 / 3.36

=====

# C29H17F5MoN2O6SSe

C29H17F5MoN2O6SSe as an isolated structure (ωB97M-V with the def2-TZVPD basis set, the OMol25 dataset).

The geometry in XYZ format:
```
62
Properties=species:S:1:pos:R:3:nbo_charge:R:1
Mo 0.194 0.600 0.404 0.997
C 4.004 -0.960 -1.401 -0.248
O 4.644 0.226 -0.935 -0.514
C 4.055 1.416 -1.263 0.243
C 4.865 2.422 -1.742 -0.236
C 4.351 3.691 -2.030 -0.256
C 3.011 3.930 -1.842 -0.182
C 2.163 2.926 -1.348 -0.189
C 0.759 3.214 -1.217 0.129
N -0.121 2.457 -0.661 -0.276
N -1.418 2.955 -0.730 -0.416
C -2.229 2.124 -0.150 0.548
O -1.858 1.017 0.390 -0.677
C -3.678 2.454 -0.097 -0.037
C -4.177 3.604 -0.704 -0.185
C -5.530 3.891 -0.640 -0.230
C -6.395 3.034 0.031 -0.215
C -5.899 1.888 0.636 -0.224
C -4.544 1.597 0.573 -0.185
C 2.676 1.653 -1.040 0.337
O 1.922 0.681 -0.600 -0.668
H 4.746 -1.751 -1.311 0.176
H 3.717 -0.852 -2.451 0.165
H 3.129 -1.203 -0.802 0.215
H 5.916 2.200 -1.875 0.214
H 5.005 4.469 -2.400 0.204
H 2.588 4.902 -2.070 0.203
H 0.391 4.146 -1.637 0.193
H -3.489 4.260 -1.220 0.232
H -5.914 4.786 -1.113 0.204
H -7.453 3.260 0.081 0.202
H -6.568 1.218 1.161 0.207
H -4.138 0.709 1.039 0.242
S 1.692 2.778 2.607 0.089
C 0.950 1.738 1.716 -0.195
F 3.143 -3.980 5.027 -0.301
C 2.225 -3.156 4.505 0.259
C 2.172 -1.832 4.895 0.251
F 3.036 -1.377 5.813 -0.299
C 1.219 -0.995 4.340 0.336
F 1.201 0.266 4.777 -0.297
C 0.307 -1.428 3.387 -0.304
Se -0.988 -0.252 2.608 0.070
C 0.375 -2.770 3.035 0.346
F -0.484 -3.300 2.161 -0.301
C 1.317 -3.625 3.578 0.286
F 1.372 -4.917 3.202 -0.319
O 2.111 -3.843 0.570 -0.655
C 1.330 -4.158 -0.491 0.429
C 1.353 -5.447 -1.023 -0.319
C 0.587 -5.770 -2.128 -0.180
C -0.211 -4.807 -2.731 -0.268
C -0.235 -3.530 -2.200 -0.126
C 0.517 -3.183 -1.080 -0.244
C 0.372 -1.788 -0.566 0.772
O -0.330 -0.963 -1.206 -0.684
O 0.936 -1.431 0.515 -0.650
H 2.480 -4.655 0.934 0.477
H 1.985 -6.196 -0.557 0.199
H 0.620 -6.779 -2.521 0.206
H -0.810 -5.052 -3.597 0.209
H -0.854 -2.755 -2.633 0.241
```

Properties
- net charge = -1
- 2S+1 = 2
- HOMO level (alpha / beta) (hartree) = -0.1715 / -0.1605
- orbital gap (alpha / beta) (eV) = 7.16 / 6.20
- E_LUMO (alpha / beta) (eV) = 2.49 / 1.83

=====

# C29H18CrF5N2O4S

C29H18CrF5N2O4S as an isolated structure (ωB97M-V with the def2-TZVPD basis set, the OMol25 dataset).

The geometry in XYZ format:
```
60
Properties=species:S:1:pos:R:3:nbo_charge:R:1
Cr -0.083 1.847 -0.806 1.008
C 4.109 2.488 -0.893 -0.704
C 2.647 2.797 -0.992 0.626
O 1.865 1.846 -0.855 -0.543
C 2.170 4.148 -1.252 -0.285
C 3.081 5.221 -1.221 -0.129
C 2.677 6.505 -1.481 -0.254
C 1.331 6.732 -1.802 -0.161
C 0.424 5.700 -1.852 -0.213
C 0.827 4.390 -1.574 0.385
O -0.107 3.439 -1.659 -0.607
H 4.241 1.412 -0.849 0.249
H 4.520 2.935 0.015 0.246
H 4.654 2.906 -1.740 0.238
H 4.117 5.029 -0.976 0.214
H 3.383 7.323 -1.442 0.221
H 0.997 7.740 -2.016 0.218
H -0.616 5.863 -2.102 0.226
F -5.997 1.385 1.983 -0.283
C -4.708 1.686 1.826 0.257
C -4.122 1.623 0.577 0.284
F -4.837 1.263 -0.487 -0.281
C -2.787 1.941 0.467 0.296
F -2.241 1.868 -0.792 -0.281
C -1.974 2.305 1.518 -0.256
S -0.242 2.618 1.339 -0.016
C -2.604 2.361 2.753 0.315
F -1.912 2.707 3.841 -0.289
C -3.944 2.063 2.913 0.315
F -4.506 2.130 4.119 -0.291
O -0.275 0.311 -2.336 -0.652
C -0.254 -0.539 -1.415 0.787
N -0.241 -1.879 -1.476 -0.609
C -0.082 -2.436 -0.133 -0.062
C -0.054 -1.108 0.722 0.722
O 0.089 -1.061 1.913 -0.575
N -0.218 -0.058 -0.154 -0.681
C 1.221 -3.235 -0.007 0.053
C 1.950 -3.256 1.178 -0.226
C 3.096 -4.034 1.282 -0.200
C 3.524 -4.808 0.214 -0.212
C 2.793 -4.802 -0.966 -0.205
C 1.649 -4.024 -1.071 -0.227
C -1.273 -3.316 0.259 0.056
C -2.075 -3.889 -0.722 -0.230
C -3.117 -4.740 -0.378 -0.211
C -3.367 -5.028 0.956 -0.202
C -2.566 -4.460 1.938 -0.205
C -1.522 -3.612 1.595 -0.223
H -0.047 -2.360 -2.336 0.420
H 1.624 -2.658 2.017 0.247
H 3.654 -4.029 2.210 0.216
H 4.416 -5.413 0.302 0.215
H 3.107 -5.409 -1.806 0.215
H 1.089 -4.061 -1.998 0.196
H -1.911 -3.663 -1.768 0.208
H -3.736 -5.172 -1.155 0.214
H -4.180 -5.688 1.231 0.213
H -2.753 -4.673 2.983 0.216
H -0.904 -3.172 2.365 0.239
```

Properties
- 2S+1 = 2
- HOMO level (alpha / beta) (hartree) = -0.2979 / -0.2995
- orbital gap (alpha / beta) (eV) = 7.23 / 7.63
- E_LUMO (alpha / beta) (eV) = -0.88 / -0.52

=====

Calculated E (eV), listed in the same order as above: -66015.342; -67853.516; -169227.705; -137241.711; -94380.849